{
  "formula": "C29H43CeI2N4Sb",
  "method": "ωB97M-V/def2-TZVPD",
  "species": ["Ce", "C", "C", "C", "N", "C", "C", "C", "C", "C", "C", "C", "N", "C", "C", "C", "N", "C", "C", "C", "C", "C", "C", "C", "N", "C", "C", "H", "H", "H", "H", "H", "H", "H", "H", "H", "H", "H", "H", "H", "H", "H", "H", "H", "H", "H", "H", "H", "H", "H", "H", "H", "H", "I", "C", "I", "H", "H", "C", "C", "Sb", "C", "C", "C", "C", "H", "H", "H", "H", "H", "H", "H", "H", "H", "H", "H", "H", "H", "H", "H"],
  "coordinates": [[0.436, 1.180, 0.582], [-2.571, -1.930, 0.686], [-3.372, -0.585, 0.663], [-2.752, 0.584, -0.076], [-1.858, 1.437, 0.731], [-2.283, 2.628, 1.189], [-3.679, 2.865, 1.435], [-4.398, 4.021, 1.440], [-3.912, 5.296, 1.165], [-2.615, 5.735, 1.025], [-1.425, 5.021, 1.182], [-1.226, 3.640, 1.415], [-0.026, 3.129, 1.717], [1.087, 3.951, 2.231], [1.843, 3.229, 3.379], [2.749, 2.072, 2.882], [2.032, 1.007, 2.254], [2.488, -0.282, 2.395], [3.866, -0.605, 2.438], [4.542, -1.802, 2.180], [4.051, -3.100, 2.229], [2.699, -3.460, 2.294], [1.590, -2.655, 2.426], [1.426, -1.239, 2.355], [0.232, -0.718, 2.020], [-0.999, -1.185, 2.649], [-1.729, -2.306, 1.944], [-1.831, -1.975, -0.154], [-3.284, -2.754, 0.545], [-3.665, -0.270, 1.694], [-4.311, -0.809, 0.104], [-3.560, 1.166, -0.488], [-2.175, 0.205, -0.913], [-4.234, 1.931, 1.527], [-5.512, 3.951, 1.581], [-4.663, 6.081, 1.150], [-2.537, 6.779, 0.712], [-0.500, 5.585, 1.099], [0.699, 4.880, 2.603], [1.806, 4.192, 1.432], [1.073, 2.853, 4.056], [2.451, 3.972, 3.876], [3.312, 1.646, 3.738], [3.525, 2.446, 2.207], [4.536, 0.233, 2.595], [5.591, -1.663, 2.001], [4.788, -3.901, 2.327], [2.529, -4.535, 2.276], [0.603, -3.189, 2.536], [-1.626, -0.293, 2.782], [-0.739, -1.467, 3.672], [-2.375, -2.729, 2.704], [-1.014, -3.093, 1.660], [3.247, 0.818, -1.527], [2.494, 2.796, -2.227], [0.313, 2.957, -2.440], [2.880, 2.978, -3.256], [2.865, 3.535, -1.509], [-1.898, -3.002, -4.592], [-1.714, -2.444, -3.169], [0.339, -1.678, -2.652], [1.279, -1.711, -4.638], [0.971, -0.398, -5.328], [1.227, -3.535, -1.811], [1.083, -4.710, -2.777], [-2.922, -3.370, -4.737], [-1.212, -3.833, -4.836], [-1.761, -2.209, -5.355], [-1.938, -3.218, -2.434], [-2.450, -1.609, -3.029], [0.905, -2.583, -5.205], [2.358, -1.851, -4.505], [-0.108, -0.126, -5.401], [1.350, -0.416, -6.367], [1.468, 0.443, -4.810], [0.700, -3.714, -0.850], [2.270, -3.257, -1.622], [0.017, -4.983, -2.921], [1.630, -5.577, -2.387], [1.526, -4.473, -3.760]],
  "forces_ev_per_angstrom": [[-0.06, -1.29, 2.35], [0.91, 0.06, 0.05], [-0.63, -1.12, 0.31], [0.27, -0.09, 0.95], [1.08, 0.41, -0.32], [-0.97, 0.82, -0.19], [1.23, -1.38, -0.49], [-1.05, 0.74, 0.03], [-0.71, 0.50, 0.52], [0.27, -0.12, -0.45], [-0.15, -0.52, 0.25], [-0.99, 0.66, 0.19], [0.92, -1.19, -0.65], [0.29, -0.80, -0.02], [-0.40, -0.50, -1.21], [0.82, 0.66, 0.82], [-0.81, -0.52, -0.67], [0.86, 0.39, -0.48], [-0.47, 0.28, -0.28], [-0.68, 0.00, 0.77], [-0.02, 0.28, -0.01], [0.50, -0.16, 0.64], [-1.46, -0.10, 0.46], [-0.16, -1.40, -1.50], [-0.10, 1.36, -0.67], [0.24, 0.26, 0.19], [-0.57, 0.17, -0.21], [-0.82, 0.23, 0.19], [0.27, 0.21, -0.16], [0.13, -0.30, -0.70], [0.50, 0.14, 0.56], [-0.14, 0.55, -0.22], [0.27, -0.15, -0.38], [0.01, 0.29, 0.05], [1.32, -0.07, -0.07], [0.04, -0.10, -0.24], [0.25, -0.24, 0.36], [-0.21, 0.03, -0.06], [-0.18, 0.51, 0.22], [-0.11, 0.08, -0.01], [0.25, -0.05, 0.18], [0.19, 0.07, 0.24], [-0.32, 0.37, -0.16], [0.09, 0.42, -0.05], [-0.11, 0.14, -0.32], [0.46, -0.18, 0.28], [-0.25, 0.17, -0.61], [-0.19, 0.20, 0.12], [1.39, 0.53, -0.23], [-0.10, -0.31, -0.18], [-0.06, -0.27, 0.02], [-0.34, -0.26, 0.09], [-0.44, 0.20, 0.00], [-0.48, 1.30, -0.26], [0.10, -0.37, -0.66], [0.97, -0.21, 0.49], [-0.18, -0.31, 0.99], [-0.29, -0.27, -0.29], [0.27, 0.24, -0.37], [0.05, 0.57, -0.32], [-0.63, -0.84, -0.02], [-0.50, -0.40, 0.48], [-0.09, 0.72, -0.69], [-0.81, 0.75, -0.21], [0.03, -0.03, -0.10], [0.19, 0.01, 0.16], [-0.26, 0.40, 0.19], [0.06, -0.42, 0.38], [0.03, 0.08, 0.12], [0.74, -0.62, 0.09], [0.07, 0.43, 0.35], [-0.17, 0.06, 0.04], [0.63, -0.43, 0.18], [-0.12, 0.11, 0.41], [-0.15, -0.25, -0.20], [0.43, 0.08, -0.46], [-0.11, -0.23, 0.10], [0.65, 0.09, 0.06], [-0.25, 0.02, -0.11], [-0.25, -0.11, 0.36]],
  "de_lowest_kj_mol": 132.0,
  "molar_mass_g_mol": 963.4,
  "homo_lumo_gap_ev": [5.59, 6.00],
  "largest_force_ha_per_bohr": 0.0521,
  "charge": 2,
  "energy_ha": -2659.967855,
  "homo_energy_ev": [-12.916, -12.915]
}


{
  "formula": "C29H43Cl24N3O2S",
  "method": "ωB97M-V/def2-TZVPD",
  "species": ["C", "C", "C", "C", "C", "C", "C", "C", "N", "S", "N", "C", "C", "C", "C", "C", "N", "C", "C", "O", "C", "C", "O", "H", "H", "H", "H", "H", "H", "H", "H", "H", "H", "H", "H", "H", "H", "H", "H", "H", "H", "H", "C", "Cl", "Cl", "H", "H", "C", "Cl", "Cl", "H", "H", "C", "Cl", "Cl", "H", "H", "C", "Cl", "Cl", "H", "H", "C", "Cl", "Cl", "H", "H", "C", "Cl", "Cl", "H", "H", "C", "Cl", "Cl", "H", "H", "C", "Cl", "Cl", "H", "H", "C", "Cl", "Cl", "H", "H", "C", "Cl", "Cl", "H", "H", "C", "Cl", "Cl", "H", "H", "C", "Cl", "Cl", "H", "H"],
  "coordinates": [[2.577, 1.015, 4.450], [3.371, 0.815, 3.543], [4.260, 0.479, 2.281], [4.065, 1.643, 1.210], [3.270, 1.225, -0.098], [1.991, 0.347, 0.151], [2.201, -1.124, 0.074], [1.087, -2.137, 0.256], [1.236, -3.514, 0.155], [-0.364, -4.013, 0.466], [-1.189, -2.568, 0.690], [-0.270, -1.498, 0.556], [-0.567, 0.001, 0.655], [-2.033, 0.440, 0.980], [-2.974, 0.485, -0.278], [-4.530, 0.215, -0.003], [-2.578, 0.685, -1.485], [0.579, 0.934, 0.429], [0.252, 2.472, 0.484], [1.287, 3.301, 1.071], [0.697, 4.476, 1.620], [-0.391, 5.353, 0.897], [1.079, 4.777, 2.737], [1.768, 1.396, 5.121], [4.059, -0.561, 1.900], [5.337, 0.478, 2.654], [3.554, 2.500, 1.749], [5.109, 2.031, 0.965], [3.038, 2.183, -0.673], [3.999, 0.648, -0.780], [3.237, -1.524, -0.152], [-2.461, -0.352, 1.681], [-2.136, 1.420, 1.530], [-4.748, 0.217, 1.107], [-4.819, -0.777, -0.462], [-5.194, 1.001, -0.463], [-3.419, 0.659, -2.083], [-0.690, 2.649, 1.101], [0.003, 2.820, -0.564], [0.042, 6.079, 0.137], [-1.186, 4.764, 0.352], [-0.914, 5.957, 1.704], [-5.425, -2.426, 3.299], [-4.686, -1.191, 4.326], [-6.393, -1.694, 2.014], [-4.639, -3.027, 2.848], [-6.068, -3.056, 3.910], [6.814, 1.804, -2.238], [5.997, 0.294, -1.818], [5.929, 3.180, -1.591], [7.818, 1.797, -1.820], [6.867, 1.891, -3.321], [-5.274, -6.150, 2.923], [-5.777, -5.238, 1.495], [-6.663, -6.593, 3.920], [-4.765, -7.056, 2.602], [-4.598, -5.535, 3.514], [-7.880, 2.628, 1.072], [-6.701, 3.925, 0.833], [-7.080, 1.085, 1.393], [-8.515, 2.880, 1.919], [-8.485, 2.532, 0.173], [6.242, 3.224, 5.093], [6.885, 2.618, 3.561], [6.506, 2.067, 6.402], [6.741, 4.157, 5.341], [5.173, 3.394, 4.983], [-0.629, -2.968, -2.888], [-1.346, -1.617, -3.777], [-0.804, -4.484, -3.782], [0.431, -2.772, -2.731], [-1.132, -3.062, -1.928], [3.105, -3.292, -4.695], [2.517, -3.730, -3.089], [2.074, -2.065, -5.438], [4.114, -2.897, -4.604], [3.112, -4.178, -5.325], [-8.856, -4.871, 6.763], [-7.671, -3.582, 6.513], [-8.063, -6.416, 7.091], [-9.486, -4.611, 7.610], [-9.464, -4.970, 5.866], [4.459, -0.415, -7.882], [5.016, -1.545, -6.644], [5.699, -0.146, -9.113], [3.570, -0.823, -8.358], [4.220, 0.535, -7.407], [4.932, 3.502, -5.842], [4.368, 3.075, -7.462], [4.746, 2.147, -4.720], [5.984, 3.774, -5.895], [4.351, 4.346, -5.477], [5.042, 6.721, -0.639], [4.467, 7.635, -2.039], [3.705, 6.261, 0.423], [5.538, 5.816, -0.986], [5.744, 7.336, -0.081], [-5.942, -6.587, -2.017], [-4.292, -6.837, -1.436], [-6.771, -8.126, -2.275], [-6.492, -6.010, -1.278], [-5.905, -6.044, -2.958]],
  "forces_ev_per_angstrom": [[0.01, 0.69, -0.74], [-0.14, -0.91, -0.74], [-0.05, 0.78, 1.73], [0.27, 0.18, 0.63], [0.33, 0.08, -0.36], [-0.79, -2.63, -0.12], [-1.10, 1.85, 0.13], [1.08, 2.54, -0.16], [-3.29, 3.18, 0.87], [0.57, 2.05, 0.03], [2.61, 1.09, -0.40], [-0.04, -2.58, -0.30], [2.90, 0.60, -0.55], [-0.03, -1.08, -0.28], [-1.36, -0.24, -0.49], [0.95, 0.20, 0.38], [-0.31, -0.06, 1.59], [-1.09, -2.78, 0.71], [-0.84, -0.59, -0.58], [-1.78, 1.03, -0.20], [0.87, 0.03, 1.71], [-0.38, 0.00, -0.18], [-0.56, -0.14, -2.04], [1.44, -0.78, -0.89], [-0.11, 1.17, 0.43], [-1.39, 0.01, -0.54], [0.45, -1.06, -0.83], [-1.43, -0.55, -0.11], [0.02, -1.24, 0.78], [-1.63, 0.80, 1.31], [-1.42, 0.68, 0.27], [0.49, 1.00, -0.90], [0.33, -1.00, -0.60], [0.41, -0.18, -1.46], [0.41, 0.98, 0.67], [1.03, -0.71, 0.32], [0.57, 0.02, 0.09], [1.18, -0.65, -0.86], [0.41, -0.37, 0.97], [-0.19, -1.04, 1.01], [1.00, 0.44, 0.58], [0.85, -0.81, -0.98], [0.05, -0.26, 0.05], [0.04, -0.03, 0.03], [-0.08, -0.63, 0.20], [-0.04, 0.22, -0.03], [-0.01, 0.17, -0.04], [0.42, -0.11, -0.10], [0.56, -0.21, -0.37], [0.01, 0.30, 0.04], [-0.19, -0.03, 0.12], [-0.14, -0.05, 0.21], [0.15, -0.15, 0.02], [0.06, 0.03, -0.03], [0.11, -0.01, 0.04], [-0.15, 0.09, -0.03], [-0.15, 0.00, -0.06], [-0.22, -0.04, -0.01], [-0.04, 0.08, -0.03], [-0.80, 0.59, 0.21], [0.18, -0.01, -0.04], [0.17, 0.01, 0.05], [-0.19, 0.18, 0.10], [0.05, 0.14, -0.07], [-0.03, 0.07, 0.03], [0.06, -0.18, -0.05], [0.10, -0.19, -0.05], [-0.02, 0.21, 0.21], [0.04, 0.03, 0.06], [0.00, -0.08, 0.09], [-0.41, 0.04, -0.20], [-0.12, 0.01, -0.25], [0.12, -0.08, -0.12], [0.58, -0.19, 0.10], [-0.28, -0.05, 0.08], [-0.19, 0.03, 0.09], [-0.13, 0.09, 0.09], [-0.18, -0.02, -0.04], [-0.05, 0.09, -0.02], [-0.13, -0.03, 0.07], [0.19, -0.02, -0.04], [0.18, -0.01, 0.04], [-0.28, 0.10, 0.01], [0.40, 0.09, -0.14], [-0.08, 0.07, -0.01], [0.17, -0.08, 0.04], [0.17, -0.22, -0.03], [0.07, 0.20, 0.07], [0.04, 0.24, -0.02], [-0.17, -0.02, -0.17], [-0.10, -0.14, -0.05], [-0.03, -0.18, -0.04], [0.16, -0.15, 0.05], [0.09, 0.00, -0.06], [0.09, -0.06, 0.07], [-0.17, 0.17, 0.00], [-0.19, 0.01, -0.04], [-0.06, 0.19, -0.03], [0.04, 0.08, -0.04], [-0.08, 0.05, -0.02], [0.09, -0.17, 0.01], [0.07, -0.17, 0.07]],
  "de_lowest_kj_mol": 434.8,
  "molar_mass_g_mol": 1348.6,
  "homo_lumo_gap_ev": 7.56,
  "largest_force_ha_per_bohr": 0.0906,
  "energy_ha": -12888.103338,
  "homo_energy_ev": -8.485
}


{
  "formula": "C29H43Cl2F5N3O5SiTb",
  "method": "ωB97M-V/def2-TZVPD",
  "species": ["C", "C", "H", "H", "H", "C", "C", "H", "H", "H", "H", "Tb", "Cl", "C", "O", "N", "C", "C", "H", "H", "H", "H", "H", "H", "H", "H", "H", "C", "C", "N", "H", "C", "O", "H", "H", "H", "H", "H", "H", "C", "C", "N", "H", "C", "O", "H", "H", "H", "H", "O", "C", "C", "C", "H", "C", "H", "C", "H", "C", "C", "H", "H", "H", "Si", "Cl", "C", "C", "C", "H", "H", "H", "H", "H", "H", "H", "H", "H", "F", "C", "C", "F", "C", "F", "C", "O", "C", "F", "C", "F"],
  "coordinates": [[2.529, -2.463, -1.973], [2.174, -1.662, -3.193], [2.007, -3.444, -1.972], [2.267, -1.888, -1.070], [3.621, -2.655, -1.966], [2.415, -2.167, -4.423], [2.932, -3.544, -4.735], [2.315, -1.512, -5.289], [2.449, -4.399, -4.215], [4.027, -3.605, -4.585], [2.807, -3.710, -5.819], [0.756, 0.163, 0.890], [2.549, 1.664, -0.093], [-0.477, 3.101, 0.694], [-0.744, 1.861, 0.836], [-1.422, 3.972, 0.346], [-2.772, 3.440, 0.127], [-1.132, 5.338, -0.090], [0.561, 3.438, 0.837], [-3.074, 2.819, 0.984], [-2.814, 2.825, -0.786], [-3.456, 4.285, 0.010], [-0.514, 5.855, 0.650], [-2.082, 5.869, -0.198], [-0.594, 5.354, -1.050], [-2.432, 2.075, 5.138], [-1.384, 0.970, 6.870], [-2.443, 1.242, 4.431], [-1.504, -0.003, 6.364], [-1.511, 0.232, 4.924], [-2.145, 1.589, 3.438], [-0.780, -0.498, 4.077], [-0.666, -0.184, 2.860], [-0.651, -0.660, 6.602], [-0.298, -1.398, 4.530], [-3.471, 0.847, 4.402], [-2.455, -0.460, 6.695], [-0.637, -5.248, 3.086], [0.012, -4.425, -0.387], [-1.449, -4.855, 2.469], [-0.985, -4.438, 0.064], [-0.961, -3.955, 1.436], [-2.177, -4.408, 3.150], [-0.261, -2.862, 1.711], [0.208, -2.092, 0.823], [-1.621, -3.808, -0.564], [-0.083, -2.636, 2.769], [-1.924, -5.692, 1.963], [-1.375, -5.452, 0.146], [0.781, -0.278, -1.776], [1.669, -0.240, -2.930], [0.379, -0.150, -5.231], [1.143, 0.464, -4.207], [-0.112, -1.126, -5.123], [0.199, 0.487, -6.488], [2.547, 0.306, -2.546], [1.704, 1.717, -4.478], [-0.346, -0.001, -7.326], [0.718, 1.767, -6.695], [1.486, 2.375, -5.689], [2.312, 2.204, -3.712], [0.459, 2.328, -7.608], [1.883, 3.382, -5.824], [-1.068, -0.465, -2.478], [-0.747, -2.411, -3.131], [-2.497, -0.267, -3.880], [-0.920, 1.462, -2.453], [-2.325, -0.694, -1.050], [-2.565, 0.747, -4.326], [-3.446, -0.479, -3.343], [-2.405, -1.018, -4.690], [-1.963, -1.480, -0.373], [-3.273, -1.011, -1.555], [-2.512, 0.235, -0.478], [-0.542, 1.851, -3.401], [-0.163, 1.784, -1.718], [-1.866, 1.954, -2.219], [2.665, 1.985, 7.910], [2.523, 1.581, 6.636], [1.627, 2.245, 5.792], [0.869, 3.257, 6.275], [1.483, 1.821, 4.485], [0.625, 2.495, 3.672], [2.157, 0.685, 3.950], [1.996, 0.274, 2.734], [3.060, 0.052, 4.854], [3.770, -0.995, 4.379], [3.246, 0.488, 6.152], [4.113, -0.150, 6.973]],
  "forces_ev_per_angstrom": [[0.16, -0.21, 0.26], [0.46, -0.43, -1.38], [0.25, 0.58, 0.14], [0.10, -0.52, -0.31], [-0.49, -0.01, 0.06], [0.07, 0.67, 0.89], [0.34, -0.29, -0.53], [-0.18, -0.25, 0.25], [0.22, 0.70, -0.07], [-0.37, -0.08, 0.21], [-0.07, -0.11, 0.38], [0.41, -0.02, -0.56], [0.22, 0.34, 0.02], [-0.54, -0.87, -0.30], [0.22, 1.64, 0.14], [0.26, -0.76, 0.07], [-0.25, -0.16, -0.11], [0.39, 0.10, 0.01], [-0.36, 0.21, -0.13], [0.12, 0.27, -0.35], [0.08, 0.22, 0.42], [0.12, -0.21, 0.13], [-0.12, -0.09, -0.06], [0.30, -0.08, 0.05], [-0.28, -0.10, 0.22], [0.03, 0.01, -0.19], [0.08, -0.47, -0.12], [0.01, 0.30, 0.04], [0.00, -0.16, -0.07], [-0.10, -0.44, -0.11], [-0.02, -0.17, 0.27], [-0.05, 1.10, -1.35], [-0.50, -1.13, 1.79], [-0.43, 0.29, 0.09], [-0.01, 0.66, -0.25], [0.33, -0.02, -0.04], [0.43, 0.15, -0.09], [0.04, -0.01, -0.13], [-0.12, -0.03, 0.19], [0.11, -0.20, 0.54], [-0.27, 0.03, -0.49], [0.79, 0.60, 0.20], [0.00, 0.22, -0.27], [0.24, 0.64, -0.82], [-0.50, -1.28, 1.00], [0.02, -0.19, 0.05], [-0.20, -0.18, -0.13], [-0.05, 0.05, 0.22], [0.10, 0.12, -0.59], [-1.51, -1.08, -0.69], [0.02, -0.62, 0.85], [-0.12, 0.32, -0.78], [0.79, -0.50, -0.56], [0.61, 0.51, 0.16], [0.01, 0.10, 0.54], [-0.27, 0.21, -0.35], [-0.03, 0.15, -0.32], [0.28, 0.27, 0.94], [-0.10, 0.25, 0.16], [-0.42, -0.18, 0.07], [-0.14, -0.19, -0.17], [0.40, -0.43, 0.41], [-0.06, -0.26, -0.07], [-1.58, 3.21, 0.06], [0.40, -1.73, 0.32], [0.14, -0.36, -0.29], [0.75, 0.76, 0.34], [0.27, -0.45, 0.29], [0.07, -0.52, 0.21], [0.35, 0.19, -0.53], [-0.20, 0.49, 0.27], [-0.44, 0.07, 0.15], [0.87, 0.09, 0.80], [0.10, -0.42, -0.23], [-0.45, 0.05, 0.08], [-0.34, 0.11, -0.13], [-0.19, -0.15, -0.22], [0.00, -0.11, -0.19], [-0.17, 0.08, -0.19], [0.20, -0.24, 0.45], [0.42, -0.40, -0.27], [-0.04, -0.48, -0.57], [0.20, -0.23, 0.26], [0.22, 0.46, 0.69], [-0.11, -0.15, -0.21], [-0.26, 0.00, -0.81], [-0.24, 0.34, 0.40], [0.07, 0.05, 0.44], [-0.50, 0.38, -0.49]],
  "de_lowest_kj_mol": 172.8,
  "multiplicity": 7,
  "molar_mass_g_mol": 866.6,
  "homo_lumo_gap_ev": [7.05, 7.06],
  "largest_force_ha_per_bohr": 0.0697,
  "energy_ha": -4205.104565,
  "homo_energy_ev": [-7.279, -7.280]
}